19
Properties=species:S:1:pos:R:3 method="wB97M-V/def2-TZVPD" homo_ev=-9.68 charge=0 energy_ev=-56038.2508 e_above_lowest_kcal_mol=66.5
N 0.706 0.918 -1.747
O 0.897 0.505 -0.482
C 0.840 -0.959 -0.352
O -0.317 -1.588 -0.004
O 2.009 -1.878 -0.522
P 2.433 -2.043 -2.206
S 0.848 -2.660 -3.185
H -0.151 1.524 -1.815
H 0.542 0.132 -2.413
H 3.467 -3.036 -2.457
H 2.894 -0.750 -2.653
Cl -1.219 2.834 0.975
C -1.297 1.177 1.624
C -2.300 1.052 2.760
Cl -1.771 1.919 4.223
H -0.290 0.889 1.942
H -1.591 0.526 0.795
H -2.416 0.000 3.040
H -3.284 1.437 2.474